{
  "formula": "C20H30CaClO2",
  "method": "ωB97M-V/def2-TZVPD",
  "relative_energy_kj_mol": 250.65,
  "total_energy_ha": -2068.23080,
  "gap_ev": 5.495,
  "molar_mass_g_mol": 377.989,
  "total_charge": -1,
  "lumo_energy_ev": 2.405,
  "elements": ["O", "C", "C", "H", "H", "C", "H", "H", "C", "H", "H", "H", "C", "H", "H", "H", "Ca", "C", "C", "C", "H", "C", "C", "H", "H", "H", "H", "C", "C", "C", "H", "C", "C", "H", "H", "H", "H", "O", "C", "C", "H", "H", "C", "H", "H", "C", "H", "H", "H", "H", "Cl", "C", "H", "H"],
  "xyz": [[-0.112, 1.024, -3.455], [0.671, 1.345, -4.608], [-0.241, 2.478, -5.062], [0.615, 0.364, -5.059], [1.713, 1.557, -4.425], [-1.192, 1.890, -3.930], [-0.528, 2.446, -6.110], [0.063, 3.463, -4.680], [-2.388, 1.067, -4.435], [-2.078, 0.349, -5.220], [-3.070, 1.822, -4.860], [-2.922, 0.531, -3.617], [-1.437, 2.893, -2.803], [-0.464, 3.347, -2.541], [-1.846, 2.434, -1.883], [-2.111, 3.678, -3.203], [0.836, -1.612, -1.437], [1.144, 0.923, 0.817], [2.181, -0.043, 0.715], [2.816, 0.147, -0.555], [2.519, -0.693, 1.524], [2.115, 1.194, -1.243], [1.041, 1.611, -0.413], [0.316, 2.396, -0.634], [0.581, 1.186, 1.720], [3.779, -0.284, -0.858], [2.474, 1.745, -2.115], [-1.266, -0.760, 0.905], [-1.866, 0.370, 0.288], [-2.262, 0.001, -1.020], [-2.026, 1.357, 0.732], [-1.969, -1.383, -1.202], [-1.376, -1.870, 0.014], [-1.151, -2.916, 0.262], [-0.834, -0.799, 1.908], [-2.801, 0.647, -1.720], [-2.285, -1.985, -2.066], [0.058, -1.661, -5.249], [-0.092, -0.906, -6.583], [0.626, -1.687, -7.713], [0.521, 0.022, -6.435], [-1.145, -0.605, -6.779], [1.523, -2.705, -6.949], [1.304, -1.051, -8.312], [-0.106, -2.165, -8.389], [1.223, -2.530, -5.433], [2.574, -2.442, -7.144], [1.316, -3.705, -7.357], [2.103, -1.972, -4.983], [1.025, -3.503, -4.929], [0.678, -4.352, -1.680], [1.852, -3.712, -0.594], [1.571, -3.722, 0.477], [2.876, -3.936, -0.921]],
  "lowdin_charge": [-0.125, -0.208, -0.043, 0.048, 0.106, -0.510, 0.102, 0.106, 0.002, 0.063, 0.084, 0.074, -0.027, 0.084, 0.067, 0.088, 1.186, -0.203, -0.224, -0.291, 0.076, -0.228, -0.181, 0.066, 0.086, 0.068, 0.066, -0.203, -0.191, -0.194, 0.083, -0.259, -0.300, 0.069, 0.081, 0.049, 0.075, -0.181, -0.150, -0.164, 0.090, 0.116, -0.164, 0.106, 0.102, -0.183, 0.102, 0.103, 0.128, 0.112, 0.360, -0.833, -0.031, -0.053]
}